[1]
{
  "formula": "C28H21N5RhS",
  "method": "the ωB97M-V functional and the def2-TZVPD basis",
  "species": ["Rh", "S", "C", "N", "N", "C", "C", "C", "C", "C", "C", "N", "N", "C", "C", "C", "C", "C", "C", "H", "H", "H", "H", "H", "H", "H", "H", "H", "H", "H", "C", "C", "C", "C", "C", "C", "C", "C", "C", "C", "C", "C", "C", "C", "C", "N", "H", "H", "H", "H", "H", "H", "H", "H", "H", "H"],
  "positions_angstrom": [[0.0924, 0.1996, -0.3126], [-1.4159, 0.5847, 1.3818], [-2.3789, 1.3499, 0.0787], [-3.1451, 2.4083, 0.2562], [-3.1279, 3.0038, 1.3953], [-3.8442, 4.1986, 1.6243], [-4.8110, 4.6371, 0.7281], [-5.4553, 5.8362, 0.9759], [-5.1366, 6.5913, 2.0982], [-4.1801, 6.1337, 2.9925], [-3.5335, 4.9312, 2.7624], [-2.4323, 0.8135, -1.1542], [-1.5563, -0.0662, -1.4574], [-2.0280, -1.0090, -2.4117], [-3.3051, -1.5378, -2.2699], [-3.7622, -2.4695, -3.1877], [-2.9558, -2.8549, -4.2492], [-1.6910, -2.2980, -4.4012], [-1.2192, -1.3816, -3.4802], [-2.5205, 2.6494, 2.1342], [-5.0420, 4.0381, -0.1412], [-6.2138, 6.1834, 0.2878], [-5.6349, 7.5347, 2.2741], [-3.9327, 6.7172, 3.8686], [-2.7826, 4.5657, 3.4540], [-3.9145, -1.2314, -1.4304], [-4.7510, -2.8924, -3.0738], [-3.3132, -3.5857, -4.9619], [-1.0736, -2.5766, -5.2446], [-0.2428, -0.9292, -3.5995], [1.1960, -3.6705, -1.6813], [2.5420, -3.4197, -1.9317], [3.1325, -2.2511, -1.4819], [2.3630, -1.2911, -0.8248], [0.9807, -1.4917, -0.7381], [0.4077, -2.7062, -1.0715], [2.9164, -0.1441, -0.0820], [4.2933, -0.0088, 0.1778], [4.7192, 0.9676, 1.0242], [3.7816, 1.8420, 1.6140], [4.1721, 2.8568, 2.5173], [3.2429, 3.6875, 3.0712], [1.8849, 3.5420, 2.7209], [1.4809, 2.5744, 1.8449], [2.4160, 1.6798, 1.2874], [2.0119, 0.6728, 0.4460], [0.7553, -4.6141, -1.9744], [3.1420, -4.1576, -2.4466], [4.1951, -2.1044, -1.6198], [-0.6411, -2.8953, -0.8881], [4.9933, -0.6972, -0.2696], [5.7694, 1.0777, 1.2636], [5.2232, 2.9557, 2.7571], [3.5426, 4.4584, 3.7674], [1.1535, 4.2079, 3.1598], [0.4390, 2.4774, 1.5804]],
  "gap_ha": [0.2113, 0.2064],
  "e_lumo_ev": [-4.74, -4.84],
  "charge": 1
}



[2]
{
  "formula": "C28H21PSeSn",
  "method": "the ωB97M-V functional and the def2-TZVPD basis",
  "species": ["Sn", "C", "C", "C", "C", "C", "C", "P", "C", "C", "C", "C", "C", "C", "C", "C", "C", "C", "C", "C", "C", "C", "C", "C", "H", "H", "H", "H", "H", "H", "H", "H", "H", "H", "H", "H", "H", "H", "H", "H", "Se", "C", "C", "C", "C", "C", "C", "H", "H", "H", "H", "H"],
  "positions_angstrom": [[1.7342, -0.6868, -1.4450], [-4.9975, 1.8604, -3.6983], [-4.3366, 2.6493, -2.7581], [-3.2162, 2.1306, -2.1415], [-2.7688, 0.8249, -2.4367], [-3.4208, 0.0592, -3.4044], [-4.5958, 0.5637, -3.9736], [-1.1958, 0.2503, -1.7277], [-0.2917, 1.8243, -1.4580], [0.3821, 2.3032, -2.5631], [0.9407, 3.5603, -2.5077], [0.8476, 4.3446, -1.3247], [0.2451, 3.7870, -0.1853], [-0.3242, 2.5306, -0.2856], [-1.7047, -0.2127, -0.0322], [-3.0037, -0.2105, 0.3481], [-3.3717, -0.3491, 1.7221], [-2.3868, -0.5479, 2.6535], [-1.0116, -0.6491, 2.2589], [-0.0613, -0.9549, 3.2619], [1.2634, -1.1117, 2.9010], [1.6204, -0.9735, 1.5522], [0.7272, -0.6703, 0.5604], [-0.6423, -0.4933, 0.9235], [-5.9097, 2.1630, -4.1565], [-4.6812, 3.6512, -2.5611], [-2.6577, 2.7623, -1.4935], [-3.0402, -0.9389, -3.6532], [-5.1141, 0.0773, -4.7750], [0.3853, 1.7291, -3.4742], [1.5583, 3.9009, -3.3290], [1.3863, 5.2983, -1.3198], [0.1115, 4.3252, 0.7307], [-0.8732, 2.1294, 0.5567], [-3.7583, -0.0229, -0.3960], [-4.4096, -0.2866, 1.9759], [-2.6733, -0.6591, 3.6878], [-0.3741, -1.1033, 4.3021], [2.0219, -1.4372, 3.5978], [2.6436, -1.0628, 1.2395], [3.7781, -2.1443, -0.9935], [4.2873, -2.8065, 0.7508], [4.2441, -4.1907, 0.8890], [4.5092, -4.7352, 2.1270], [4.9079, -3.9423, 3.2079], [4.9533, -2.5702, 3.0366], [4.7239, -2.0193, 1.7834], [3.9209, -4.8921, 0.1155], [4.4499, -5.8072, 2.2514], [5.1290, -4.4288, 4.1822], [5.2628, -1.8876, 3.8429], [4.7870, -0.9305, 1.6344]],
  "gap_ha": 0.2618,
  "e_lumo_ev": -0.48,
  "charge": 0
}



[3]
{
  "formula": "C28H22BrF5N6OV",
  "method": "the ωB97M-V functional and the def2-TZVPD basis",
  "species": ["V", "Br", "C", "C", "C", "C", "O", "C", "C", "N", "C", "C", "C", "C", "C", "C", "C", "C", "N", "C", "C", "H", "H", "H", "H", "H", "H", "H", "H", "H", "H", "C", "N", "C", "N", "C", "N", "C", "N", "C", "C", "H", "H", "H", "H", "H", "H", "H", "H", "H", "H", "H", "H", "F", "C", "C", "C", "F", "C", "F", "C", "F", "C", "F"],
  "positions_angstrom": [[1.5658, 0.0201, 0.0393], [0.3417, -4.5122, -5.6414], [0.5327, -3.1178, -4.3722], [0.1642, -1.8165, -4.7254], [0.3121, -0.8016, -3.8014], [0.8151, -1.0540, -2.5273], [0.9356, -0.0438, -1.6405], [1.1990, -2.3716, -2.1752], [1.7969, -2.7117, -0.9201], [2.0996, -1.8253, 0.0414], [2.8434, -2.1985, 1.1865], [3.1957, -3.4544, 1.5792], [3.9834, -3.6545, 2.7428], [4.4329, -2.6111, 3.4879], [4.0990, -1.2880, 3.1017], [4.5563, -0.1378, 3.7757], [4.2327, 1.1000, 3.3087], [3.4040, 1.2078, 2.1809], [2.9257, 0.1610, 1.5432], [3.2909, -1.0954, 1.9758], [1.0381, -3.3952, -3.1367], [-0.2331, -1.6106, -5.7117], [0.0384, 0.2193, -4.0551], [2.0631, -3.7487, -0.7796], [2.8721, -4.3166, 1.0130], [4.2368, -4.6676, 3.0337], [5.0457, -2.7734, 4.3670], [5.1727, -0.2508, 4.6630], [4.5839, 1.9987, 3.7977], [3.1021, 2.1776, 1.8102], [1.3332, -4.4093, -2.8855], [-2.6743, 0.0875, -1.4367], [-2.0239, 1.1763, -0.6965], [-3.0120, 1.7544, 0.2228], [-4.2055, 2.2588, -0.4752], [-4.7991, 1.1384, -1.2231], [-3.8567, 0.5425, -2.1826], [-3.4279, 1.5994, -3.1102], [-2.7957, 2.7340, -2.4164], [-1.6420, 2.2167, -1.6619], [-3.7655, 3.2715, -1.4485], [-2.9794, -0.6848, -0.7291], [-1.9576, -0.3439, -2.1349], [-2.5483, 2.5779, 0.7696], [-3.3176, 0.9883, 0.9386], [-5.6740, 1.5012, -1.7653], [-5.1189, 0.3721, -0.5166], [-4.3002, 1.9624, -3.6567], [-2.7186, 1.1778, -3.8252], [-1.1694, 3.0422, -1.1263], [-0.9163, 1.7946, -2.3565], [-4.6358, 3.6479, -1.9868], [-3.3025, 4.0998, -0.9093], [-0.3813, -1.5441, 2.5328], [-0.3664, -0.1961, 2.4999], [0.2552, 0.4901, 1.4828], [0.2196, 1.8579, 1.5950], [0.8571, 2.5707, 0.6033], [-0.3453, 2.5494, 2.6371], [-0.3198, 3.8869, 2.7139], [-0.9618, 1.8174, 3.6300], [-1.5396, 2.4436, 4.6559], [-0.9799, 0.4407, 3.5619], [-1.5763, -0.2497, 4.5386]],
  "gap_ha": [0.2329, 0.1806],
  "spin_multiplicity": 2,
  "e_lumo_ev": [-1.14, -1.16],
  "charge": 0
}



[4]
{
  "formula": "C28H22Cl6N2OS3Tl",
  "method": "the ωB97M-V functional and the def2-TZVPD basis",
  "species": ["Tl", "Cl", "C", "C", "C", "C", "O", "C", "C", "N", "C", "C", "C", "C", "C", "C", "C", "C", "N", "C", "C", "H", "H", "H", "H", "H", "H", "H", "H", "H", "H", "C", "C", "S", "C", "C", "S", "C", "C", "S", "H", "H", "H", "H", "H", "H", "H", "H", "H", "H", "H", "H", "Cl", "C", "C", "C", "Cl", "C", "Cl", "C", "Cl", "C", "Cl"],
  "positions_angstrom": [[-1.3940, -0.3941, -0.4615], [1.3136, -5.6375, 2.9370], [0.0654, -4.5369, 2.4069], [-1.0228, -5.0500, 1.6844], [-2.0167, -4.2165, 1.2615], [-1.9868, -2.8020, 1.5011], [-2.8589, -2.0428, 0.9701], [-0.8927, -2.3288, 2.3342], [-0.8486, -0.9607, 2.7856], [0.2360, -0.4649, 3.2898], [0.5007, 0.8091, 3.7149], [1.6105, 0.9568, 4.5442], [2.0434, 2.1986, 5.0070], [1.3789, 3.3470, 4.6639], [0.2455, 3.2711, 3.8347], [-0.5091, 4.4154, 3.4905], [-1.6291, 4.2808, 2.7197], [-1.9690, 2.9992, 2.2546], [-1.2693, 1.9252, 2.5164], [-0.1945, 2.0114, 3.3236], [0.1301, -3.2131, 2.7293], [-1.0640, -6.1105, 1.4704], [-2.8526, -4.6011, 0.6909], [-1.8038, -0.4321, 2.8022], [2.1343, 0.0538, 4.8260], [2.9073, 2.2524, 5.6581], [1.6978, 4.3150, 5.0308], [-0.1877, 5.3841, 3.8571], [-2.2412, 5.1307, 2.4479], [-2.8519, 2.8516, 1.6456], [0.9437, -2.8162, 3.3207], [0.8849, 3.2657, -1.5448], [-0.2276, 3.7163, -2.4878], [-1.7724, 2.7652, -2.2912], [-2.1469, 2.1804, -3.9770], [-1.0664, 1.4289, -4.7377], [-0.5339, -0.1109, -3.8951], [1.2797, 0.0436, -3.9222], [1.8679, 1.2884, -3.2775], [1.3038, 1.4950, -1.5476], [1.7930, 3.8352, -1.7567], [0.5961, 3.4416, -0.5086], [-0.4545, 4.7632, -2.2791], [0.0644, 3.6259, -3.5328], [-2.9949, 1.5152, -3.8053], [-2.4798, 3.0415, -4.5604], [-1.4800, 1.1444, -5.7072], [-0.1860, 2.0452, -4.9121], [1.5960, -0.8438, -3.3708], [1.6193, -0.0459, -4.9560], [2.9554, 1.2001, -3.2583], [1.6042, 2.1892, -3.8301], [1.7037, -1.3846, 0.2082], [1.1608, -2.6596, -0.8504], [-0.1025, -2.5178, -1.4244], [-0.4715, -3.5610, -2.2600], [-2.0356, -3.4563, -3.0193], [0.3341, -4.6608, -2.5404], [-0.1785, -5.8992, -3.6334], [1.5824, -4.7513, -1.9339], [2.6226, -6.0859, -2.2760], [2.0003, -3.7456, -1.0675], [3.5475, -3.8567, -0.3024]],
  "gap_ha": 0.2170,
  "e_lumo_ev": 1.91,
  "charge": -1
}



| no. | DFT total energy (Ha) |
| --- | --- |
| 1 | -1861.83926 |
| 2 | -4036.63676 |
| 3 | -5501.26832 |
| 4 | -5393.20689 |